This record from the OMol25 dataset describes C62H37BrI5N7Zn as an isolated structure at a distorted geometry. The level of theory is ωB97M-V/def2-TZVPD.

Structure (XYZ):
```
113
C62H37BrI5N7Zn | the OMol25 dataset | ωB97M-V/def2-TZVPD
Zn 0.2095 0.3606 0.1582
I 8.2537 -0.1009 5.6858
C 6.5886 -0.0132 4.4320
C 5.8473 1.1815 4.5010
C 4.7526 1.3169 3.6701
C 4.3081 0.2586 2.8994
C 5.0775 -0.9236 2.8749
C 6.2104 -1.0358 3.6090
C 3.0895 0.4023 2.0436
C 1.8771 0.2813 2.6401
C 1.8732 0.1554 4.0745
C 0.5190 0.4043 4.3664
C -0.1850 0.5344 3.1511
C -1.6044 0.6772 3.0641
C -2.3741 0.8050 4.2761
C -1.9206 1.8029 5.1516
C -2.4320 2.1136 6.3955
C -3.6144 1.4350 6.7458
I -4.6930 2.2676 8.3086
C -4.1261 0.5126 5.8996
C -3.4463 0.0890 4.7075
C -2.3855 0.6513 1.8811
N -1.7828 0.6051 0.5524
C -2.7851 0.7649 -0.3480
C -2.6937 1.0057 -1.6793
C -3.8979 0.9040 -2.5874
C -4.9924 1.8491 -2.6516
C -6.0555 1.6123 -3.4528
C -6.1296 0.4645 -4.2135
I -7.8085 0.1054 -5.4146
C -5.0539 -0.4202 -4.1722
C -3.9943 -0.2064 -3.3592
C -1.5109 1.3434 -2.3371
C -1.4525 1.8684 -3.6727
C -0.2260 2.2610 -3.8583
C 0.5258 1.9673 -2.6789
N -0.2755 1.3680 -1.7591
C 1.9273 2.1162 -2.3518
C 2.6385 1.7261 -1.1817
C 4.0561 2.0524 -0.9032
C 4.3503 1.4823 0.2282
C 3.2192 0.8347 0.6853
N 2.1560 0.9887 -0.1645
C 2.7882 2.7962 -3.4615
C 3.7734 2.0955 -4.0769
C 4.7322 2.7089 -4.8300
C 4.7770 4.1239 -4.8999
I 6.2564 5.1503 -5.9353
C 3.6900 4.8701 -4.3142
C 2.7453 4.1758 -3.5507
C -4.0796 0.6689 0.3547
C -3.7764 0.7343 1.6875
N 0.6880 0.5097 2.1350
H 6.2371 1.9909 5.0925
H 4.2899 2.3347 3.5646
H 4.9158 -1.6993 2.1609
H 6.9673 -1.8775 3.3609
H 2.6943 0.1756 4.7390
H 0.0866 0.4108 5.4226
H -1.2240 2.5524 4.7359
H -2.0159 2.9234 6.9374
H -5.0817 0.0320 6.0631
H -3.8081 -0.8109 4.2561
H -5.0075 2.7615 -2.0738
H -6.8308 2.4085 -3.5293
H -5.0247 -1.2275 -4.8646
H -3.1686 -0.8957 -3.2234
H -2.2196 1.8133 -4.4137
H 0.2526 2.6571 -4.7460
H 4.5089 2.7750 -1.4915
H 5.2763 1.6000 0.8274
H 3.8013 1.0208 -4.0810
H 5.5370 2.1033 -5.2939
H 3.6339 5.9355 -4.4938
H 1.9678 4.7853 -3.1062
H -5.0232 0.7559 -0.1109
H -4.5136 1.0547 2.3725
Br 1.0823 6.6194 -1.4818
C -0.0944 5.1982 -0.9184
C -1.1697 4.9322 -1.7591
C -2.2063 4.1522 -1.2444
C -2.1407 3.6631 0.0598
C -1.0305 3.8983 0.8065
C 0.0146 4.6184 0.3180
I 1.8566 4.4854 1.2830
H -1.2129 5.3543 -2.7227
H -3.1051 3.9424 -1.7922
H -2.9916 3.1679 0.4669
H -0.9800 3.4554 1.7749
N 0.4317 -6.8020 -1.6207
C -0.1081 -8.0585 -1.4279
C 0.3075 -9.2762 -2.0615
C -0.4219 -10.4034 -1.6891
C -1.4954 -10.2884 -0.8020
C -1.9281 -9.1068 -0.2462
C -1.2127 -7.9401 -0.6034
N -1.3178 -6.5602 -0.2396
C -0.3393 -5.9327 -0.8138
C -0.1507 -4.4764 -0.6780
C -0.2153 -3.9329 0.5855
C -0.0361 -2.5326 0.7228
N 0.3219 -1.7156 -0.3076
C 0.3454 -2.2627 -1.4995
C 0.2109 -3.6369 -1.7283
H 1.2771 -6.5176 -2.0915
H 1.1967 -9.3291 -2.6152
H -0.2052 -11.4106 -2.0783
H -1.9647 -11.2310 -0.4441
H -2.7354 -8.9599 0.3896
H -0.4503 -4.6250 1.4102
H -0.0923 -2.1442 1.6970
H 0.5417 -1.5985 -2.3269
H 0.1328 -4.0282 -2.7513
```

Output
E_tot = -8609.9461 Ha
HOMO energy (alpha / beta) = -6.823 / -6.823 eV

---

This record from the OMol25 dataset describes C62H39Cl4N6O5PbSTe as an isolated structure at a distorted geometry. The level of theory is ωB97M-V/def2-TZVPD.

Structure (XYZ):
```
119
C62H39Cl4N6O5PbSTe | the OMol25 dataset | ωB97M-V/def2-TZVPD
Pb -0.1439 0.0832 -0.1775
Cl 6.9602 2.7944 5.8118
C 5.6924 2.4753 4.6605
C 5.0659 1.2381 4.6668
C 4.0521 0.9988 3.7566
C 3.6541 1.9784 2.8450
C 4.3041 3.2006 2.8512
C 5.3275 3.4549 3.7574
C 2.5347 1.5995 1.8986
C 1.2290 1.4880 2.5733
C 0.8825 2.1667 3.8300
C -0.3223 1.6952 4.1961
C -0.7178 0.7010 3.1979
C -1.9171 -0.0448 3.2102
C -2.9316 0.2712 4.2544
C -4.2178 0.6668 3.8783
C -5.1733 1.0231 4.8178
C -4.8448 0.9803 6.1616
Cl -6.0322 1.4388 7.3520
C -3.5891 0.5682 6.5727
C -2.6468 0.2121 5.6194
C -2.2250 -1.0989 2.3224
N -1.5924 -1.4288 1.1847
C -2.1522 -2.5984 0.7147
C -1.7563 -3.3053 -0.4008
C -2.6104 -4.4538 -0.8084
C -3.9602 -4.2683 -1.1071
C -4.7689 -5.3320 -1.4779
C -4.2260 -6.6023 -1.5514
Cl -5.2332 -7.9392 -2.0275
C -2.8905 -6.8212 -1.2562
C -2.0935 -5.7481 -0.8927
C -0.5765 -3.0607 -1.1969
C -0.2063 -3.7909 -2.3743
C 0.9983 -3.2929 -2.7876
C 1.3508 -2.2667 -1.8640
N 0.3590 -2.1291 -0.9347
C 2.5989 -1.6135 -1.8183
C 3.0400 -0.7480 -0.8204
C 4.3841 -0.3055 -0.6183
C 4.3604 0.5315 0.4588
C 2.9897 0.6401 0.8617
N 2.2217 -0.1376 0.1080
C 3.5457 -1.9008 -2.9339
C 3.3687 -1.2401 -4.1469
C 4.2365 -1.4615 -5.2044
C 5.2829 -2.3545 -5.0429
Cl 6.3689 -2.6558 -6.3708
C 5.4782 -3.0205 -3.8454
C 4.6059 -2.7880 -2.7920
C -3.2150 -3.0109 1.6274
C -3.2663 -2.0895 2.6061
N 0.2398 0.5945 2.2588
H 5.3703 0.4759 5.3709
H 3.5548 0.0353 3.7368
H 4.0093 3.9607 2.1396
H 5.8362 4.4092 3.7578
H 1.5058 2.8857 4.3366
H -0.9108 2.0168 5.0384
H -4.4733 0.7065 2.8259
H -6.1597 1.3437 4.5103
H -3.3550 0.5227 7.6278
H -1.6702 -0.1316 5.9367
H -4.3782 -3.2696 -1.0671
H -5.8135 -5.1782 -1.7135
H -2.4775 -7.8197 -1.3018
H -1.0523 -5.9139 -0.6481
H -0.7736 -4.5787 -2.8422
H 1.5932 -3.6095 -3.6298
H 5.2441 -0.6235 -1.1847
H 5.1937 1.0381 0.9184
H 2.5591 -0.5308 -4.2607
H 4.1033 -0.9382 -6.1415
H 6.3030 -3.7122 -3.7396
H 4.7452 -3.3081 -1.8520
H -3.7957 -3.9158 1.5516
H -3.9067 -2.0834 3.4744
C -3.0480 -1.4006 -3.0642
C -1.8700 -0.6911 -3.6339
N -0.9133 -0.1052 -2.9511
C -0.0736 0.4752 -3.8744
C -0.5555 0.2274 -5.1439
N -1.6932 -0.5112 -4.9561
C -0.1812 0.5265 -6.5522
O 0.9233 1.1830 -6.7607
O -0.9138 0.1333 -7.4453
C 1.1528 1.2279 -3.4359
O 1.9535 1.6076 -4.3412
O 1.3264 1.3466 -2.2142
H -2.9842 -1.3833 -1.9781
H -3.0782 -2.4422 -3.3915
H -3.9736 -0.9073 -3.3707
H -2.2724 -0.8145 -5.7225
H 1.3890 1.3824 -5.8484
Te 1.3604 3.3126 1.0898
O -3.2224 2.0035 -2.4413
S -3.3441 1.7540 -0.9840
C -4.9108 0.8634 -0.8116
C -5.9672 1.1707 -1.6555
C -7.0906 0.3608 -1.6557
C -7.1477 -0.7565 -0.8259
C -6.0876 -1.0529 0.0174
C -4.9587 -0.2424 0.0201
C -3.8676 3.3298 -0.2706
C -3.8342 3.5282 1.1009
C -4.2153 4.7592 1.6130
C -4.6115 5.7770 0.7553
C -4.6097 5.5750 -0.6192
C -4.2261 4.3464 -1.1387
H -5.8975 2.0282 -2.3137
H -7.9216 0.5931 -2.3093
H -8.0184 -1.3999 -0.8505
H -6.1263 -1.9224 0.6629
H -4.1153 -0.4833 0.6580
H -3.5000 2.7382 1.7659
H -4.1883 4.9295 2.6818
H -4.9059 6.7378 1.1587
H -4.8935 6.3770 -1.2882
H -4.1703 4.1686 -2.2057
```

Output
E_tot = -5790.8200 Ha
Total charge = -1
HOMO energy (alpha / beta) = -4.368 / -4.369 eV

---

This record from the OMol25 dataset describes C62H46CrN2O2P3S2Si as an isolated structure at a distorted geometry. The level of theory is ωB97M-V/def2-TZVPD.

Structure (XYZ):
```
119
C62H46CrN2O2P3S2Si | the OMol25 dataset | ωB97M-V/def2-TZVPD
Cr 0.5471 0.1065 -0.3620
C 6.6153 0.2443 -1.1977
C 5.4800 0.5440 -1.9376
C 4.2405 0.1094 -1.5026
C 4.1276 -0.6218 -0.3224
C 5.2680 -0.9298 0.4114
C 6.5092 -0.4932 -0.0283
P 2.4706 -1.2207 0.1464
C 2.6721 -1.5611 1.9411
C 2.5683 -2.8518 2.4593
C 2.7957 -3.0894 3.8080
C 3.0973 -2.0451 4.6644
C 3.1653 -0.7525 4.1652
C 2.9663 -0.5103 2.8160
C 2.5241 -2.9357 -0.4723
C 3.6715 -3.6762 -0.7331
C 3.5569 -5.0300 -1.0108
C 2.3136 -5.6472 -0.9686
C 1.1717 -4.8981 -0.7228
C 1.2601 -3.5239 -0.5182
Si -0.1485 -2.2478 -0.5529
C -0.9126 -2.6054 -2.2602
C -1.0494 -3.8340 -2.9045
C -1.6420 -3.9167 -4.1545
C -2.1009 -2.7691 -4.7873
C -1.9949 -1.5438 -4.1523
C -1.4041 -1.4690 -2.8931
P -1.2973 0.0802 -1.9299
C -1.0703 1.2345 -3.3206
C 0.2548 1.4281 -3.7134
C 0.5514 2.2274 -4.8028
C -0.4768 2.8400 -5.5067
C -1.7940 2.6381 -5.1304
C -2.0958 1.8319 -4.0416
C -3.0560 0.1664 -1.4177
C -3.7107 1.3803 -1.2291
C -5.0444 1.4037 -0.8467
C -5.7315 0.2236 -0.6155
C -5.0802 -0.9889 -0.7837
C -3.7569 -1.0194 -1.1912
C -1.5738 -2.6322 0.6562
C -2.4718 -3.6725 0.4016
C -3.6017 -3.8487 1.1798
C -3.8521 -2.9893 2.2430
C -2.9583 -1.9758 2.5343
C -1.8290 -1.7796 1.7357
P -0.5623 -0.5294 2.1833
C -1.4554 1.0474 2.4443
C -0.6369 2.1216 2.8098
C -1.1663 3.3869 2.9867
C -2.5196 3.6004 2.7774
C -3.3370 2.5389 2.4222
C -2.8145 1.2654 2.2477
C -0.3609 -1.0377 3.9461
C -0.2586 -0.1176 4.9854
C -0.1669 -0.5533 6.2994
C -0.1596 -1.9088 6.5882
C -0.2094 -2.8313 5.5535
C -0.3009 -2.4004 4.2407
H 7.5855 0.5880 -1.5322
H 5.5638 1.1223 -2.8486
H 3.3428 0.3420 -2.0651
H 5.1788 -1.5070 1.3233
H 7.3959 -0.7290 0.5459
H 2.3262 -3.6837 1.8138
H 2.7374 -4.1030 4.1847
H 3.2731 -2.2340 5.7155
H 3.3828 0.0756 4.8277
H 3.0598 0.4970 2.4373
H 4.6462 -3.2061 -0.7198
H 4.4405 -5.6110 -1.2419
H 2.2305 -6.7122 -1.1453
H 0.2080 -5.3921 -0.6819
H -0.6831 -4.7410 -2.4420
H -1.7396 -4.8792 -4.6413
H -2.5359 -2.8319 -5.7767
H -2.3605 -0.6448 -4.6316
H 1.0496 0.9560 -3.1419
H 1.5798 2.3618 -5.1136
H -0.2497 3.4727 -6.3549
H -2.5927 3.1261 -5.6701
H -3.1266 1.6813 -3.7535
H -3.2011 2.3123 -1.3960
H -5.5366 2.3610 -0.7256
H -6.7700 0.2460 -0.3090
H -5.6060 -1.9193 -0.6085
H -3.2736 -1.9723 -1.3420
H -2.2888 -4.3385 -0.4349
H -4.2899 -4.6555 0.9591
H -4.7386 -3.1220 2.8505
H -3.1275 -1.3424 3.3967
H 0.4313 1.9595 2.9154
H -0.5194 4.2130 3.2532
H -2.9357 4.5958 2.8660
H -4.3941 2.7045 2.2637
H -3.4683 0.4581 1.9457
H -0.2788 0.9422 4.7738
H -0.1104 0.1730 7.1004
H -0.1130 -2.2446 7.6163
H -0.1804 -3.8923 5.7690
H -0.3533 -3.1294 3.4418
N 2.7303 2.0685 0.7727
C 2.0050 1.2499 0.3917
O -2.0710 5.8575 -3.8095
S -1.8425 5.8120 -2.3934
O -2.7070 6.5900 -1.5535
N -1.8299 4.2430 -1.8562
C -0.6758 3.9176 -1.3682
S -0.3935 2.5188 -0.4183
C 0.3780 4.9553 -1.4757
C 1.7030 4.8681 -1.0844
C 2.5034 5.9925 -1.2480
C 1.9851 7.1714 -1.7727
C 0.6536 7.2526 -2.1700
C -0.1240 6.1280 -2.0177
H 2.0863 3.9497 -0.6536
H 3.5453 5.9569 -0.9575
H 2.6233 8.0398 -1.8705
H 0.2458 8.1692 -2.5754
```

Output
E_tot = -5804.6529 Ha
Spin multiplicity = 4
HOMO energy (alpha / beta) = -7.873 / -7.784 eV
⟨S²⟩ = 3.9029